# 1
{
  "formula": "C3H8N4",
  "method": "the ωB97M-V functional and the def2-TZVPD basis",
  "e_above_lowest_kcal_mol": 112.75,
  "e_tot_ev": -9196.7441,
  "lumo_energy_ha": 0.01551,
  "homo_ev": -7.55,
  "species": ["N", "N", "N", "N", "C", "C", "C", "H", "H", "H", "H", "H", "H", "H", "H"],
  "xyz": [[0.229, -0.360, -0.200], [-1.087, 1.555, -0.810], [1.234, 1.732, -0.450], [1.214, -1.045, -0.924], [0.108, 1.091, -0.259], [-0.366, -0.808, 0.905], [-0.671, -1.995, 1.421], [1.798, -1.574, -0.280], [-0.680, -2.876, 0.786], [-1.045, -2.101, 2.431], [1.055, 2.726, -0.581], [-1.015, 2.399, -1.358], [-1.942, 1.099, -0.520], [-0.650, 0.490, 1.185], [1.818, -0.333, -1.345]]
}

***

# 2
{
  "formula": "C3H8N4",
  "method": "the ωB97M-V functional and the def2-TZVPD basis",
  "e_above_lowest_kcal_mol": 97.83,
  "e_tot_ev": -9197.3912,
  "smiles": "CN1N[C@@H]1C1NN1",
  "lumo_energy_ha": 0.04353,
  "homo_ev": -9.39,
  "species": ["N", "N", "N", "N", "C", "C", "C", "H", "H", "H", "H", "H", "H", "H", "H"],
  "xyz": [[1.059, -1.146, 0.426], [-1.913, -0.741, -0.750], [0.856, -0.032, -0.487], [-2.175, 0.533, -0.108], [1.955, 0.909, -0.505], [-1.373, -0.409, 0.583], [0.092, -0.126, 0.711], [-3.143, 0.565, 0.211], [1.558, 1.878, -0.803], [-1.796, -0.961, 1.422], [-1.226, -0.575, -1.490], [2.451, 0.995, 0.466], [0.353, 0.518, 1.551], [0.626, -1.977, 0.020], [2.676, 0.572, -1.247]]
}

***

# 3
{
  "formula": "C3H8N4",
  "method": "the ωB97M-V functional and the def2-TZVPD basis",
  "e_above_lowest_kcal_mol": 122.36,
  "e_tot_ev": -9196.3275,
  "lumo_energy_ha": 0.02896,
  "homo_ev": -7.46,
  "species": ["N", "N", "N", "N", "C", "C", "C", "H", "H", "H", "H", "H", "H", "H", "H"],
  "xyz": [[-1.180, -1.338, 1.211], [2.404, -1.118, 0.794], [-0.124, 0.010, -0.470], [1.377, -0.978, 1.408], [0.776, 1.125, -0.662], [-0.304, -0.665, 0.613], [-1.934, 0.473, -0.914], [-2.538, -0.428, -0.882], [3.239, -1.406, 1.361], [-1.789, 0.861, -1.918], [-0.748, -2.000, 1.854], [0.559, 1.945, 0.029], [1.817, 0.811, -0.526], [-2.259, 1.229, -0.204], [0.704, 1.478, -1.692]]
}

***

# 4
{
  "formula": "C3H8N4",
  "method": "the ωB97M-V functional and the def2-TZVPD basis",
  "e_above_lowest_kcal_mol": 71.62,
  "e_tot_ev": -9198.5276,
  "lumo_energy_ha": 0.02100,
  "homo_ev": -7.11,
  "species": ["N", "N", "N", "N", "C", "C", "C", "H", "H", "H", "H", "H", "H", "H", "H"],
  "xyz": [[0.219, 1.617, 1.089], [1.403, -0.999, -0.021], [-0.247, -0.648, 1.560], [-0.189, 0.473, -1.472], [-0.593, 0.543, 1.120], [0.818, -1.295, 1.116], [-1.255, 0.066, -1.987], [1.209, 1.434, 1.004], [-1.736, 0.608, -2.819], [-1.649, 0.748, 0.986], [0.700, -0.302, -0.785], [2.101, -1.647, -0.358], [-1.812, -0.836, -1.667], [1.126, -2.162, 1.701], [-0.096, 2.399, 0.533]]
}

***

# 5
{
  "formula": "C3H8N4",
  "method": "the ωB97M-V functional and the def2-TZVPD basis",
  "e_above_lowest_kcal_mol": 102.93,
  "e_tot_ev": -9197.1698,
  "lumo_energy_ha": 0.03384,
  "homo_ev": -7.56,
  "species": ["N", "N", "N", "N", "C", "C", "C", "H", "H", "H", "H", "H", "H", "H", "H"],
  "xyz": [[-0.180, 0.296, 0.884], [0.614, 1.363, 0.336], [-1.998, -1.068, 0.726], [-1.381, 0.331, -1.107], [1.596, 0.139, 0.329], [1.766, -0.834, -0.577], [-1.295, -0.185, 0.149], [-0.195, -0.028, 1.846], [-2.828, -1.328, 0.202], [-0.834, 1.157, -1.311], [2.453, 0.465, 0.908], [2.758, -1.216, -0.745], [0.960, -1.334, -1.087], [-2.234, 0.203, -1.629], [0.799, 2.039, 1.078]]
}

***

# 6
{
  "formula": "C3H8N4",
  "method": "the ωB97M-V functional and the def2-TZVPD basis",
  "e_above_lowest_kcal_mol": 83.58,
  "e_tot_ev": -9198.0090,
  "smiles": "C[C@@H]1NN=NN1C",
  "lumo_energy_ha": 0.03275,
  "homo_ev": -7.93,
  "species": ["N", "N", "N", "N", "C", "C", "C", "H", "H", "H", "H", "H", "H", "H", "H"],
  "xyz": [[-1.037, 0.861, 0.379], [-2.703, -0.304, -0.359], [-1.982, -1.217, 0.236], [-2.220, 0.834, -0.297], [0.553, -1.069, -0.162], [-0.037, 1.946, 0.054], [-0.739, -0.621, 0.589], [-0.570, -0.727, 1.675], [-1.813, -2.081, -0.209], [0.919, 1.682, 0.596], [-0.128, 2.962, 0.463], [1.402, -0.437, 0.017], [0.067, 2.050, -1.040], [0.348, -1.280, -1.188], [0.809, -1.970, 0.317]]
}

***

# 7
{
  "formula": "C3H8N4O",
  "method": "the ωB97M-V functional and the def2-TZVPD basis",
  "e_above_lowest_kcal_mol": 96.51,
  "e_tot_ev": -11245.4386,
  "smiles": "[H]/N=C/N(C)C(=O)NN",
  "lumo_energy_ha": 0.03531,
  "homo_ev": -9.06,
  "species": ["O", "N", "N", "N", "N", "C", "C", "C", "H", "H", "H", "H", "H", "H", "H", "H"],
  "xyz": [[0.892, -1.909, -0.602], [0.637, 0.160, 0.420], [-0.991, 1.319, -0.813], [-1.278, -1.248, -0.259], [-1.900, -0.507, 0.816], [0.016, 1.347, -0.055], [2.035, 0.113, 0.358], [0.124, -1.044, -0.295], [-1.121, 2.343, -1.385], [2.358, -1.095, 0.504], [2.710, 0.747, 1.066], [0.522, 2.264, 0.197], [2.349, 0.435, -0.726], [-2.413, 0.184, 0.292], [-1.525, -2.032, -0.885], [-2.414, -1.076, 1.367]]
}

***

# 8
{
  "formula": "C3H8N4O",
  "method": "the ωB97M-V functional and the def2-TZVPD basis",
  "e_above_lowest_kcal_mol": 162.45,
  "e_tot_ev": -11242.5790,
  "smiles": "C=NNC(=O)NNC",
  "lumo_energy_ha": 0.02593,
  "homo_ev": -9.27,
  "species": ["O", "N", "N", "N", "N", "C", "C", "C", "H", "H", "H", "H", "H", "H", "H", "H"],
  "xyz": [[-1.051, 2.076, 0.006], [0.632, 0.632, 0.663], [-0.922, -1.425, -0.554], [1.358, -0.154, -0.197], [-0.927, -0.091, -0.830], [2.714, -0.301, -0.153], [-0.551, 1.036, -0.106], [-1.246, -1.438, 0.877], [0.964, 1.534, 1.371], [-1.693, -2.531, 1.288], [-0.296, -1.127, 1.336], [-2.208, -0.535, 1.085], [3.547, 0.077, 0.651], [0.039, -1.632, -0.719], [-1.822, 0.096, -1.544], [3.388, -1.007, -0.800]]
}

***

# 9
{
  "formula": "C3H8N4O",
  "method": "the ωB97M-V functional and the def2-TZVPD basis",
  "e_above_lowest_kcal_mol": 42.11,
  "e_tot_ev": -11247.7978,
  "smiles": "N/C=N/CC(=O)NN",
  "lumo_energy_ha": 0.03079,
  "homo_ev": -8.96,
  "species": ["O", "N", "N", "N", "N", "C", "C", "C", "H", "H", "H", "H", "H", "H", "H", "H"],
  "xyz": [[2.351, 1.275, -0.266], [-0.966, 0.102, 0.429], [2.761, -1.415, -0.057], [-3.043, -0.720, -0.203], [1.568, -0.736, 0.108], [-2.093, 0.269, -0.178], [-0.021, 1.185, 0.249], [1.406, 0.597, -0.007], [0.238, 1.712, 1.188], [-2.283, 1.201, -0.734], [0.743, -1.161, 0.517], [-0.295, 1.901, -0.552], [-2.833, -1.416, 0.552], [3.054, -1.270, -1.024], [-4.049, -0.643, -0.483], [3.463, -0.881, 0.462]]
}

***

# 10
{
  "formula": "C3H8N4S",
  "method": "the ωB97M-V functional and the def2-TZVPD basis",
  "e_above_lowest_kcal_mol": 145.80,
  "e_tot_ev": -20029.9145,
  "lumo_energy_ha": 0.01613,
  "homo_ev": -8.08,
  "species": ["S", "N", "N", "N", "N", "C", "C", "C", "H", "H", "H", "H", "H", "H", "H", "H"],
  "xyz": [[0.082, 1.852, -0.076], [0.133, 0.076, 0.006], [-2.082, 0.072, 0.051], [-3.544, -0.230, -0.090], [1.551, -1.714, -0.170], [-1.031, -0.667, 0.032], [2.492, 0.521, 0.169], [1.347, -0.399, 0.013], [-0.893, -1.788, 0.048], [2.446, -2.059, -0.557], [2.711, 0.819, 1.285], [-3.988, 1.000, 0.213], [-3.859, -0.979, 0.673], [-1.057, 1.655, -1.042], [3.382, -0.024, -0.265], [2.310, 1.865, -0.290]]
}

***

# 11
{
  "formula": "C3H8N6",
  "method": "the ωB97M-V functional and the def2-TZVPD basis",
  "e_above_lowest_kcal_mol": 11.88,
  "e_tot_ev": -12179.2112,
  "smiles": "[H]/N=C\\N(/C=N\\[H])N/C(N)=N\\[H]",
  "lumo_energy_ha": 0.01997,
  "homo_ev": -9.69,
  "species": ["N", "N", "N", "N", "N", "N", "C", "C", "C", "H", "H", "H", "H", "H", "H", "H", "H"],
  "xyz": [[-0.212, 0.383, -0.585], [1.078, 2.123, -1.624], [-1.048, -0.671, 2.818], [0.339, -0.954, -2.474], [0.750, -1.233, 1.396], [-0.846, 0.151, 0.627], [-0.375, -0.548, 1.714], [0.468, 1.575, -0.693], [-0.207, -0.769, -1.325], [1.095, -1.790, 2.233], [0.563, 2.124, 0.258], [1.022, 1.578, -2.503], [0.680, -0.046, -2.742], [-0.732, -1.576, -0.899], [-1.882, 0.231, 0.604], [1.438, -0.535, 1.054], [-1.930, -0.126, 2.709]]
}

***

# 12
{
  "formula": "C3H8NO",
  "method": "the ωB97M-V functional and the def2-TZVPD basis",
  "e_above_lowest_kcal_mol": 44.07,
  "total_charge": -1,
  "e_tot_ev": -6776.0810,
  "lumo_energy_ha": 0.16039,
  "homo_ev": -2.24,
  "species": ["O", "N", "C", "C", "C", "H", "H", "H", "H", "H", "H", "H", "H"],
  "xyz": [[-0.036, 1.144, 1.264], [-0.666, -0.358, -0.932], [-1.256, 0.775, 1.898], [0.476, -0.705, -1.594], [1.834, -1.002, -1.161], [-0.034, 0.663, 0.414], [0.222, -0.811, -2.647], [-1.516, 1.705, 2.445], [2.716, -1.088, -1.739], [-1.381, -1.041, -0.841], [1.921, -1.129, -0.092], [-1.133, 0.154, 2.795], [-2.173, 0.502, 1.223]]
}